[1]
{"formula": "C5H14INOSi", "method": "ωB97M-V with the def2-TZVPD basis set", "homo_ev": -9.49, "largest_force_ev_per_a": 0.42, "lumo_ev": 0.52, "charge": 0, "spin_multiplicity": 1, "total_energy_ev": -24930.9319, "symbols": ["C", "C", "Si", "N", "O", "C", "C", "C", "I", "H", "H", "H", "H", "H", "H", "H", "H", "H", "H", "H", "H", "H", "H"], "positions_angstrom": [[0.4255, -2.6340, 0.3204], [1.0283, -1.3393, 0.8780], [1.0943, 0.0842, -0.3240], [1.4721, 1.6367, 0.3722], [2.3403, -0.2762, -1.3610], [-0.5263, 0.2892, -1.2638], [-1.4566, 1.3838, -0.7184], [-2.0358, 0.9804, 0.6256], [-2.9227, 2.6015, 1.6929], [-0.6664, -2.5986, 0.3086], [0.7489, -2.8328, -0.7048], [0.7059, -3.5057, 0.9149], [2.0507, -1.5202, 1.2284], [0.4786, -1.0107, 1.7680], [0.7771, 2.0547, 0.9804], [2.3540, 1.6509, 0.8737], [2.7387, 0.4704, -1.8097], [-0.2668, 0.5085, -2.3043], [-1.0554, -0.6709, -1.2894], [-0.8981, 2.3168, -0.6152], [-2.2755, 1.5866, -1.4124], [-2.8281, 0.2405, 0.5343], [-1.2827, 0.5841, 1.3057]], "forces_ev_per_a": [[-0.1, -0.2, -0.1], [0.1, 0.0, 0.1], [0.0, 0.2, -0.2], [0.1, -0.3, 0.3], [-0.1, -0.1, 0.2], [0.0, -0.1, 0.0], [0.0, 0.1, 0.0], [0.0, -0.2, 0.1], [0.0, 0.1, 0.0], [0.0, 0.1, 0.0], [0.0, 0.0, 0.0], [0.0, 0.1, 0.0], [0.0, 0.0, -0.1], [0.0, -0.1, 0.0], [0.0, 0.1, -0.1], [0.0, 0.1, -0.1], [0.0, 0.1, -0.1], [0.0, 0.1, 0.0], [0.0, 0.0, 0.0], [0.0, 0.0, 0.0], [0.0, 0.0, 0.0], [0.1, 0.0, -0.1], [0.0, 0.0, 0.0]]}

[2]
{"formula": "C5H14N2", "method": "ωB97M-V with the def2-TZVPD basis set", "homo_ev": [0.01, -2.21], "largest_force_ev_per_a": 4.57, "s2": 0.75, "relative_energy_kcal_mol": 68.2, "lumo_ev": [4.23, 4.18], "charge": -1, "spin_multiplicity": 2, "total_energy_ev": -8388.0289, "symbols": ["N", "C", "C", "C", "N", "C", "C", "H", "H", "H", "H", "H", "H", "H", "H", "H", "H", "H", "H", "H", "H"], "positions_angstrom": [[3.1406, 0.1924, -0.9382], [2.3008, 0.3273, 0.2992], [1.8836, -1.0589, 0.8188], [1.0629, 1.1351, 0.0665], [-0.1733, 0.6437, 0.3188], [-2.9035, -0.5670, -0.6977], [-3.1636, 0.3444, 0.5060], [3.2148, 1.0549, -1.4430], [2.8050, -0.4901, -1.5551], [2.9537, 0.7605, 1.0538], [1.1407, -1.4220, 0.1269], [2.7230, -1.7036, 0.9082], [1.3496, -0.9323, 1.7767], [0.3585, 0.1692, -0.5385], [1.2498, 2.2979, -0.0906], [-3.1599, -1.6221, -0.4630], [-1.8027, -0.5131, -0.9017], [-3.4164, -0.3025, -1.6561], [-2.5950, -0.0230, 1.3568], [-4.2423, 0.3779, 0.7511], [-2.7262, 1.3313, 0.3011]], "forces_ev_per_a": [[1.5, 0.3, 1.7], [0.1, -0.5, -0.6], [-0.4, 1.3, 0.1], [1.9, 4.1, 0.6], [-0.3, -0.5, -1.5], [0.8, -0.4, -0.5], [-0.3, 0.0, -0.6], [-0.3, 0.5, -0.1], [-0.9, -1.1, -0.9], [0.3, 0.4, 0.2], [-0.1, -0.7, -0.1], [0.8, -0.7, 0.1], [0.3, -0.1, -0.4], [-2.6, -1.3, 0.3], [0.0, -1.6, 0.6], [0.1, 0.5, -0.2], [-0.9, -0.1, 0.2], [0.1, 0.0, 0.9], [-0.1, -0.1, 0.1], [0.4, 0.2, 0.0], [-0.4, -0.2, 0.1]]}

[3]
{"formula": "C5H14N2", "method": "ωB97M-V with the def2-TZVPD basis set", "homo_ev": [1.51, -4.89], "largest_force_ev_per_a": 1.42, "s2": 0.75, "relative_energy_kcal_mol": 13.0, "lumo_ev": [4.04, 3.93], "charge": -1, "spin_multiplicity": 2, "total_energy_ev": -8390.4237, "symbols": ["N", "C", "C", "N", "C", "C", "C", "H", "H", "H", "H", "H", "H", "H", "H", "H", "H", "H", "H", "H", "H"], "positions_angstrom": [[1.2013, -2.0069, -1.5467], [-0.0141, -1.3058, -1.9399], [-0.6971, -0.5961, -0.7754], [0.1566, 0.4349, -0.2030], [-0.5204, 0.1152, 2.1176], [-0.4383, 1.1031, 0.9373], [0.4135, 2.3128, 1.3003], [1.3875, -2.7669, -2.1912], [1.1615, -2.3447, -0.5968], [-0.7688, -1.9658, -2.3820], [0.2150, -0.5811, -2.7235], [-1.5847, -0.1252, -1.2180], [-0.9783, -1.3705, -0.0608], [0.4574, 1.0868, -0.9161], [-0.3290, 0.6123, 3.0767], [0.1835, -0.7025, 1.9681], [-1.5125, -0.3324, 2.2141], [-1.4622, 1.4210, 0.6948], [0.7647, 2.7628, 0.3683], [1.3047, 2.0183, 1.8385], [-0.1287, 3.0972, 1.8263]], "forces_ev_per_a": [[0.3, 0.3, -0.3], [-0.2, 0.1, 0.4], [0.6, 0.2, -1.2], [0.3, -0.6, 0.5], [-0.4, 0.1, 0.2], [0.0, -0.1, 0.4], [0.0, 0.1, -0.9], [0.0, -0.1, 0.2], [-0.1, -0.2, 0.0], [-0.1, -0.2, 0.0], [0.1, 0.1, 0.0], [-0.5, -0.2, 0.2], [-0.1, 0.3, 0.3], [-0.2, 0.0, -0.1], [0.1, 0.0, -0.2], [0.2, 0.1, 0.1], [-0.1, -0.1, -0.1], [0.0, 0.2, 0.0], [0.0, 0.2, 0.0], [0.2, -0.1, 0.3], [-0.1, -0.2, 0.3]]}

[4]
{"formula": "C5H14N2", "method": "ωB97M-V with the def2-TZVPD basis set", "homo_ev": [1.50, -4.95], "largest_force_ev_per_a": 1.46, "s2": 0.75, "relative_energy_kcal_mol": 27.6, "lumo_ev": [3.84, 3.71], "charge": -1, "spin_multiplicity": 2, "total_energy_ev": -8389.7894, "symbols": ["C", "N", "C", "C", "C", "N", "C", "H", "H", "H", "H", "H", "H", "H", "H", "H", "H", "H", "H", "H", "H"], "positions_angstrom": [[1.9531, 0.8080, 0.2603], [0.8459, 0.1191, 0.9106], [1.2858, -0.3868, 2.1960], [0.3166, -0.9413, 0.0672], [-0.5543, -0.4816, -1.0786], [-1.8702, -0.0311, -0.6232], [-2.6393, 0.7000, -1.5972], [1.6420, 1.4960, -0.5360], [2.4866, 1.4091, 1.0025], [2.7195, 0.1193, -0.1240], [2.3404, -0.6900, 2.1996], [0.7057, -1.2700, 2.4874], [1.0957, 0.3331, 3.0003], [-0.1566, -1.7048, 0.6961], [1.1124, -1.5659, -0.3632], [-0.0510, 0.3452, -1.5706], [-0.7124, -1.3639, -1.7008], [-1.8739, 0.3926, 0.2896], [-3.0749, 0.0488, -2.3601], [-2.0784, 1.5140, -2.0785], [-3.4925, 1.1501, -1.0772]], "forces_ev_per_a": [[0.2, 0.5, 0.3], [0.0, -0.3, -0.4], [-0.4, -0.3, 0.5], [0.4, -0.8, 0.2], [-0.8, 0.1, 1.2], [-0.2, -0.7, -0.1], [-0.3, 0.3, 0.6], [-0.1, -0.2, 0.0], [-0.2, 0.1, 0.0], [-0.1, -0.2, -0.1], [0.0, 0.1, 0.0], [0.0, 0.0, -0.1], [0.4, 0.2, -0.1], [-0.6, 0.5, 0.0], [0.5, 0.3, -0.2], [0.3, -0.1, -0.6], [0.2, 0.2, -0.5], [0.4, 0.3, -0.1], [0.2, -0.1, -0.1], [0.0, 0.0, -0.2], [0.1, 0.1, -0.1]]}

[5]
{"formula": "C5H14N2", "method": "ωB97M-V with the def2-TZVPD basis set", "homo_ev": [-1.37, -1.04], "largest_force_ev_per_a": 2.94, "s2": 0.76, "relative_energy_kcal_mol": 99.9, "lumo_ev": [4.23, 4.17], "charge": -1, "spin_multiplicity": 2, "total_energy_ev": -8386.6545, "symbols": ["C", "N", "C", "C", "C", "C", "N", "H", "H", "H", "H", "H", "H", "H", "H", "H", "H", "H", "H", "H", "H"], "positions_angstrom": [[0.9526, 0.2001, 1.3409], [1.2070, -0.4371, 0.0223], [2.3423, 0.1843, -0.6964], [-1.2561, 1.7829, 0.8746], [0.0908, -0.4422, -0.8959], [-0.8688, -1.5788, -0.6125], [-2.2478, -1.2057, -1.0224], [0.7853, -0.5053, 2.1482], [-0.1914, 1.1309, 1.4307], [1.8109, 0.8128, 1.6025], [2.8553, -0.4998, -1.3819], [3.0587, 0.6378, 0.0265], [1.9833, 1.0758, -1.2633], [-2.1674, 1.6416, 1.4958], [-1.0156, 1.2171, -0.1855], [-0.9474, 2.8125, 0.6407], [0.5253, -0.5047, -1.9117], [-0.7117, -2.5624, -1.0542], [-0.9206, -1.7509, 0.4927], [-2.9176, -1.7388, -0.4766], [-2.3671, -0.2702, -0.5746]], "forces_ev_per_a": [[1.2, -0.8, -0.2], [-0.5, 2.0, -0.1], [0.0, 1.3, 0.9], [1.6, -0.9, -1.5], [1.2, -2.0, -0.4], [-1.3, 0.4, 1.4], [-0.4, 1.5, 0.6], [-0.2, -0.5, 0.1], [-0.9, 0.4, -1.0], [0.3, 0.1, 0.2], [-0.2, 0.0, 0.2], [-0.3, -0.8, -0.4], [0.1, -0.6, 0.0], [0.4, 0.0, -0.9], [-1.5, 0.9, 2.4], [-0.4, 0.0, 0.5], [-0.5, 0.0, 0.1], [0.7, -0.2, -0.3], [0.6, 0.1, -0.5], [0.0, -0.5, -0.1], [0.1, -0.6, -0.8]]}

[6]
{"formula": "C5H14N2", "method": "ωB97M-V with the def2-TZVPD basis set", "homo_ev": -9.37, "largest_force_ev_per_a": 3.26, "relative_energy_kcal_mol": 55.0, "lumo_ev": 0.94, "charge": 0, "spin_multiplicity": 1, "total_energy_ev": -8390.2318, "symbols": ["C", "C", "C", "C", "N", "C", "N", "H", "H", "H", "H", "H", "H", "H", "H", "H", "H", "H", "H", "H", "H"], "positions_angstrom": [[2.8765, 0.8468, 0.3346], [1.7226, -0.1654, 0.8781], [0.9717, -1.0782, -0.1011], [-0.4317, -0.4359, -0.5535], [-1.4147, -0.5337, 0.5130], [-2.7508, -0.2198, -0.0611], [-2.7713, 0.9222, -1.0428], [3.8216, 0.4314, 0.6901], [2.9333, 1.0055, -0.7290], [2.7621, 1.8790, 0.8595], [2.2625, -0.7803, 1.7071], [0.9632, 0.3213, 1.4042], [0.6080, -2.0832, 0.4185], [1.8704, -1.2009, -0.7973], [-0.3242, 0.5969, -0.8809], [-0.6826, -1.0089, -1.4884], [-1.3537, 0.3100, 1.0631], [-3.3163, 0.0619, 0.8148], [-3.2529, -1.1847, -0.5714], [-2.1792, 1.5729, -0.5386], [-2.3145, 0.7433, -1.9189]], "forces_ev_per_a": [[-1.4, 0.4, 2.2], [2.2, -0.8, 1.2], [0.2, -0.6, 0.7], [2.7, -1.4, -1.2], [-1.1, 0.3, -1.3], [-0.8, -2.1, -2.2], [-0.4, -0.6, 2.0], [0.0, 0.2, -0.3], [-0.3, -0.1, -0.4], [0.1, -1.7, -1.0], [-0.9, 0.8, -1.5], [-0.9, 1.4, 1.1], [1.3, 1.9, -1.1], [-2.2, -0.7, -0.4], [0.5, 0.1, -0.1], [-0.5, 0.4, 1.0], [1.0, 0.0, 0.7], [-0.7, 0.1, -0.1], [1.2, 2.2, 1.1], [-0.1, 0.8, -0.5], [0.2, -0.5, -0.2]]}

[7]
{"formula": "C5H14N2", "method": "ωB97M-V with the def2-TZVPD basis set", "homo_ev": -7.46, "largest_force_ev_per_a": 3.04, "relative_energy_kcal_mol": 76.6, "lumo_ev": 0.74, "charge": 0, "spin_multiplicity": 1, "total_energy_ev": -8389.2990, "symbols": ["C", "C", "N", "N", "H", "H", "H", "H", "H", "H", "H", "H", "C", "C", "C", "H", "H", "H", "H", "H", "H"], "positions_angstrom": [[-1.3506, -0.6958, -1.2138], [-1.8080, -0.9291, 0.2254], [-2.2773, 0.0640, -2.0381], [-0.0442, -0.0038, -1.2129], [-1.1922, -1.6571, -1.7106], [-3.0490, -0.5099, -2.3531], [-2.6625, 0.8524, -1.5274], [-0.0446, 0.8546, -0.6113], [0.2488, 0.2154, -2.1639], [-2.7423, -1.4917, 0.2205], [-1.9728, 0.0225, 0.7324], [-1.0581, -1.4823, 0.7884], [1.6487, 0.0719, 2.2009], [1.7830, 0.3689, 0.7327], [2.6605, 1.2854, 0.3199], [0.9508, -0.2811, -0.4257], [1.8567, -0.9826, 2.4051], [0.6211, 0.2512, 2.5325], [2.3143, 0.6786, 2.8302], [3.2915, 1.8639, 1.0014], [2.8260, 1.5046, -0.7324]], "forces_ev_per_a": [[0.2, 0.2, 0.0], [0.2, 0.0, -0.3], [-0.1, 0.0, 0.0], [-0.7, 0.6, 0.0], [0.0, 0.1, 0.0], [0.0, 0.0, 0.0], [0.0, -0.1, 0.0], [-0.4, -0.6, -1.2], [-0.2, 0.2, 0.2], [0.0, 0.0, 0.0], [0.0, 0.1, 0.0], [0.0, 0.0, 0.0], [-0.1, 0.0, 0.0], [-0.2, -1.1, -1.4], [0.0, 0.1, 0.1], [1.6, 0.6, 2.5], [0.0, 0.0, 0.0], [0.0, 0.0, 0.1], [0.0, 0.0, -0.1], [-0.1, 0.0, 0.0], [-0.1, 0.0, 0.0]]}

[8]
{"formula": "C5H14N2", "method": "ωB97M-V with the def2-TZVPD basis set", "homo_ev": -7.69, "largest_force_ev_per_a": 6.40, "relative_energy_kcal_mol": 102.8, "lumo_ev": 1.11, "charge": 0, "spin_multiplicity": 1, "total_energy_ev": -8388.1630, "symbols": ["C", "C", "C", "C", "C", "N", "N", "H", "H", "H", "H", "H", "H", "H", "H", "H", "H", "H", "H", "H", "H"], "positions_angstrom": [[0.2347, -0.5421, -0.2263], [-0.6104, 0.3898, 0.4586], [0.4157, -1.9670, 0.2366], [-2.0971, -0.6230, -0.2564], [-0.7797, 1.7920, -0.0589], [1.6055, 0.4076, 0.5274], [2.6573, 1.0151, -0.2056], [1.9861, 0.0063, 1.3820], [0.3595, -0.3689, -1.2922], [-0.7208, 0.2474, 1.5291], [2.3798, 1.9585, -0.4718], [2.8470, 0.4980, -1.0622], [-0.2651, -2.6414, -0.2829], [0.2226, -2.0535, 1.3061], [1.4379, -2.2873, 0.0389], [0.0143, 2.4291, 0.3293], [-2.3157, -1.4082, 0.4621], [-2.0220, -1.0082, -1.2710], [-2.8798, 0.1308, -0.2424], [-1.7416, 2.2029, 0.2466], [-0.7280, 1.8221, -1.1470]], "forces_ev_per_a": [[5.3, 2.1, 2.2], [-5.4, -2.6, -2.4], [-0.2, 0.2, -0.1], [0.4, 2.2, 1.7], [0.2, 0.0, 0.1], [-0.5, -0.7, -0.9], [-0.1, -0.3, -0.3], [0.0, -0.5, -0.5], [-0.1, 0.0, 0.0], [0.2, 0.0, -0.1], [-0.1, -0.2, 0.0], [0.1, 0.1, 0.1], [0.0, 0.0, 0.0], [0.0, 0.0, 0.0], [-0.1, 0.0, 0.0], [0.0, 0.0, 0.0], [0.0, -0.1, -0.1], [0.6, 0.1, 0.0], [-0.3, -0.2, 0.0], [0.0, 0.0, 0.0], [0.0, -0.1, -0.1]]}

[9]
{"formula": "C5H14N2", "method": "ωB97M-V with the def2-TZVPD basis set", "homo_ev": -8.21, "largest_force_ev_per_a": 5.26, "relative_energy_kcal_mol": 80.8, "lumo_ev": 1.11, "charge": 0, "spin_multiplicity": 1, "total_energy_ev": -8389.1147, "symbols": ["C", "N", "C", "C", "N", "C", "C", "H", "H", "H", "H", "H", "H", "H", "H", "H", "H", "H", "H", "H", "H"], "positions_angstrom": [[-1.6755, -2.2276, -1.0734], [-1.0222, -0.8646, -1.1032], [-1.4009, 0.1808, -0.1540], [-0.2134, 1.0703, 0.0209], [1.1322, 0.4462, 0.1955], [1.1818, 0.0032, 1.6461], [2.1495, 1.4441, -0.2827], [-2.4389, -2.1508, -1.8589], [-2.3453, -2.3388, -0.0786], [-1.0464, -3.0885, -1.1358], [0.0463, -1.1224, -1.2088], [-1.8450, -0.2641, 0.7858], [-2.1989, 0.6728, -0.5230], [-0.2878, 1.6063, -0.9710], [-0.3243, 1.7545, 0.8888], [0.2084, 0.4861, 2.1144], [1.0684, -1.0360, 1.5120], [2.0916, 0.3218, 2.3384], [1.8174, 1.5889, -1.4419], [3.1698, 1.1742, -0.0007], [1.9334, 2.3436, 0.3301]], "forces_ev_per_a": [[-3.2, 2.8, 2.1], [2.8, -3.0, -1.0], [2.1, -4.3, 2.2], [0.7, 1.3, -1.0], [-0.1, 0.5, 0.3], [-0.5, 2.9, 0.4], [-2.6, 0.0, -0.5], [0.2, -0.9, 0.0], [1.6, 0.1, -1.8], [0.6, -0.2, -0.3], [-2.8, 1.7, 1.0], [0.9, 0.1, -0.3], [-2.5, 2.2, -1.5], [0.9, 0.0, 1.1], [-0.4, 0.2, -0.8], [2.0, -1.3, -0.3], [0.0, -1.4, 1.0], [-1.6, -0.7, -1.9], [1.7, -0.1, 2.8], [-0.1, -0.4, -0.8], [0.3, 0.3, -0.8]]}

[10]
{"formula": "C5H14N2", "method": "ωB97M-V with the def2-TZVPD basis set", "homo_ev": [-6.78, -6.78], "largest_force_ev_per_a": 2.61, "relative_energy_kcal_mol": 123.9, "lumo_ev": [-0.36, -0.36], "charge": 0, "spin_multiplicity": 1, "total_energy_ev": -8387.2448, "symbols": ["C", "C", "C", "N", "H", "H", "H", "H", "H", "H", "H", "H", "H", "C", "C", "N", "H", "H", "H", "H", "H"], "positions_angstrom": [[1.1612, -1.1033, 0.7325], [-1.1873, -0.8397, 1.1455], [-0.9137, -0.8288, -1.6047], [-0.0725, -0.4487, 0.2819], [1.0267, -2.1884, 0.7099], [1.4372, -0.8227, 1.7545], [1.9868, -0.8572, 0.0665], [-2.0909, -0.3131, 0.8358], [-1.3753, -1.9134, 1.0664], [-0.9880, -0.6248, 2.2019], [-1.9882, -0.7998, -1.4675], [-0.5506, -0.2281, -2.4297], [-0.5030, -1.8294, -1.6148], [1.2675, 1.5790, -0.7795], [0.0191, 1.2457, 0.0278], [-0.1267, 2.0151, 1.1170], [-0.9718, 1.7450, 1.6233], [-0.8452, 1.1946, -0.7349], [2.1394, 1.6062, -0.1244], [1.4323, 0.8495, -1.5739], [1.1428, 2.5622, -1.2335]], "forces_ev_per_a": [[0.1, -0.6, -0.6], [-0.2, 0.1, 0.0], [1.4, -0.9, 2.0], [-0.9, 0.2, -2.1], [0.0, 0.0, 0.1], [-0.3, 0.2, -0.2], [-0.1, 0.1, 0.0], [0.1, 0.1, 0.1], [0.1, 0.0, -0.1], [0.1, 0.1, -0.2], [0.1, 0.2, 0.4], [0.2, 0.4, 0.5], [-0.1, -0.2, -0.2], [0.0, -0.6, 0.2], [-1.4, 1.7, -0.4], [0.5, -1.2, 0.2], [-0.1, 0.4, -0.2], [0.3, 0.1, 0.7], [0.0, 0.1, 0.0], [0.1, 0.0, -0.1], [-0.1, -0.1, 0.1]]}